Entry 1:
{
  "formula": "C24H11ClF5N3O8PtS",
  "method": "the ωB97M-V functional and the def2-TZVPD basis",
  "species": ["Pt", "O", "C", "O", "C", "C", "C", "C", "C", "N", "C", "O", "O", "H", "H", "H", "H", "H", "O", "C", "O", "C", "C", "Cl", "N", "N", "C", "C", "O", "O", "C", "C", "C", "C", "C", "C", "H", "H", "H", "H", "H", "H", "F", "C", "C", "F", "C", "F", "C", "S", "C", "F", "C", "F"],
  "xyz": [[0.669, 0.692, 0.546], [-2.111, 2.141, 3.491], [-1.079, 2.496, 2.733], [-1.089, 3.200, 1.772], [0.220, 1.941, 3.271], [0.573, 2.158, 4.600], [1.857, 1.877, 5.019], [2.777, 1.404, 4.087], [2.350, 1.176, 2.800], [1.077, 1.404, 2.407], [3.216, 0.737, 1.667], [4.497, 0.544, 1.796], [2.719, 0.582, 0.550], [-2.921, 2.540, 3.132], [-0.166, 2.567, 5.275], [2.154, 2.047, 6.044], [3.799, 1.220, 4.389], [4.836, 0.713, 2.686], [-3.663, -1.616, -2.376], [-2.556, -1.787, -3.078], [-2.488, -2.585, -3.977], [-1.336, -1.055, -2.603], [-0.064, -1.105, -3.176], [0.443, -1.714, -4.658], [0.813, -0.518, -2.335], [0.157, -0.082, -1.246], [-1.120, -0.383, -1.394], [-1.982, 0.032, -0.252], [-3.176, -0.183, -0.246], [-1.320, 0.605, 0.712], [2.215, -0.244, -2.517], [2.607, 1.062, -2.751], [3.958, 1.329, -2.904], [4.883, 0.296, -2.827], [4.467, -1.008, -2.596], [3.119, -1.288, -2.435], [-3.553, -1.015, -1.594], [1.866, 1.849, -2.822], [4.287, 2.341, -3.099], [5.936, 0.508, -2.958], [5.193, -1.808, -2.544], [2.772, -2.298, -2.255], [-3.796, -7.623, -1.312], [-4.002, -6.675, -2.162], [-3.466, -5.986, -3.328], [-3.774, -6.182, -4.586], [-2.148, -5.577, -2.857], [-1.085, -6.158, -3.222], [-2.176, -4.608, -1.775], [-1.034, -3.619, -1.277], [-3.572, -4.772, -1.354], [-3.918, -4.640, -0.132], [-4.467, -5.326, -2.361], [-5.611, -4.871, -2.778]],
  "forces_ev_per_a": [[-0.206, -0.121, -0.230], [0.083, 0.077, -0.003], [-0.128, -0.304, -0.032], [-0.014, 0.132, -0.051], [-0.052, 0.088, 0.108], [0.068, 0.010, 0.039], [-0.042, 0.009, -0.010], [0.007, -0.013, 0.017], [0.119, -0.042, -0.068], [0.062, 0.012, -0.116], [0.018, 0.046, 0.133], [-0.034, -0.001, -0.014], [-0.082, 0.041, -0.028], [0.002, 0.011, -0.005], [0.002, -0.004, 0.007], [-0.001, -0.003, -0.001], [0.003, 0.002, -0.001], [-0.006, 0.005, 0.009], [0.017, -0.316, -0.275], [0.149, 0.222, 0.196], [-0.051, -0.104, -0.156], [-0.112, -0.078, -0.126], [0.057, 0.039, -0.096], [-0.011, -0.026, 0.007], [0.049, 0.023, -0.079], [0.074, 0.033, 0.039], [-0.050, 0.188, 0.084], [0.273, -0.025, 0.339], [-0.146, 0.047, 0.024], [-0.110, -0.017, -0.130], [0.011, -0.039, 0.001], [-0.042, 0.049, -0.008], [0.023, -0.010, -0.005], [-0.016, 0.010, -0.002], [-0.001, -0.005, 0.005], [-0.007, -0.058, 0.011], [-0.049, 0.253, 0.216], [0.011, 0.006, -0.003], [-0.007, 0.003, 0.005], [-0.001, 0.000, 0.001], [-0.009, -0.003, -0.002], [0.019, 0.011, -0.003], [-0.060, 0.100, -0.196], [0.045, -0.317, 0.365], [0.659, -0.002, -0.094], [-0.018, -0.163, -0.280], [-0.146, 0.174, -0.421], [0.146, -0.075, -0.068], [-0.601, -0.210, -0.265], [0.534, -0.363, 0.699], [-0.151, 0.178, -0.472], [-0.125, 0.070, 0.287], [0.423, 0.268, 0.744], [-0.578, 0.194, -0.099]],
  "homo_energy_ha": [-0.53528, -0.53528],
  "lumo_ha": [-0.305, -0.305],
  "mol_weight_g_mol": 826.95,
  "energy_ha": -3163.677606,
  "homo_lumo_gap_ev": [6.3, 6.3],
  "charge": 2,
  "relative_energy_kcal_mol": 61.33
}

---

Entry 2:
{
  "formula": "C50H42N2O3RuTe",
  "method": "the ωB97M-V functional and the def2-TZVPD basis",
  "species": ["Ru", "O", "C", "C", "C", "C", "C", "C", "C", "C", "C", "O", "C", "C", "C", "C", "C", "C", "C", "C", "C", "C", "C", "C", "N", "C", "C", "C", "C", "C", "C", "C", "C", "C", "C", "C", "C", "H", "H", "H", "H", "H", "H", "H", "H", "H", "H", "H", "H", "H", "H", "H", "H", "H", "H", "H", "H", "H", "H", "H", "H", "H", "H", "H", "O", "N", "C", "C", "C", "C", "C", "H", "H", "H", "H", "H", "Te", "C", "C", "C", "C", "C", "C", "C", "C", "C", "C", "C", "C", "H", "H", "H", "H", "H", "H", "H", "H", "H", "H"],
  "xyz": [[-0.469, -0.203, -0.399], [-0.749, -2.078, -0.075], [-2.062, -2.294, 0.392], [-2.041, -2.013, 1.910], [-1.984, -0.544, 2.257], [-2.594, -0.117, 3.426], [-2.609, 1.226, 3.756], [-1.999, 2.111, 2.886], [-1.391, 1.626, 1.742], [-0.676, 2.541, 0.798], [0.834, 2.196, 0.717], [0.967, 0.935, 0.065], [1.455, 2.131, 2.104], [1.202, 3.122, 3.053], [1.797, 3.076, 4.302], [2.654, 2.033, 4.627], [2.909, 1.044, 3.692], [2.311, 1.090, 2.440], [1.457, 3.274, -0.183], [1.074, 3.332, -1.522], [1.498, 4.365, -2.339], [2.318, 5.366, -1.829], [2.716, 5.307, -0.505], [2.294, 4.264, 0.312], [-1.376, 0.321, 1.424], [-2.453, -3.731, 0.106], [-3.714, -4.078, -0.358], [-4.037, -5.409, -0.585], [-3.100, -6.403, -0.354], [-1.835, -6.062, 0.108], [-1.514, -4.734, 0.335], [-2.944, -1.260, -0.341], [-4.062, -0.626, 0.206], [-4.668, 0.418, -0.466], [-4.196, 0.857, -1.704], [-3.149, 0.189, -2.303], [-2.537, -0.874, -1.626], [-1.141, -2.511, 2.281], [-2.888, -2.461, 2.430], [-3.067, -0.858, 4.055], [-3.093, 1.573, 4.659], [-1.980, 3.174, 3.075], [-0.835, 3.584, 1.066], [-1.086, 2.420, -0.212], [0.554, 3.954, 2.806], [1.594, 3.858, 5.023], [3.119, 1.993, 5.602], [3.575, 0.227, 3.936], [2.500, 0.297, 1.728], [0.429, 2.563, -1.932], [1.178, 4.399, -3.373], [2.643, 6.181, -2.462], [3.366, 6.070, -0.098], [2.626, 4.235, 1.339], [-4.454, -3.311, -0.554], [-5.023, -5.666, -0.948], [-3.352, -7.440, -0.530], [-1.102, -6.835, 0.298], [-0.528, -4.464, 0.692], [-4.437, -0.932, 1.174], [-5.521, 0.913, -0.019], [-4.668, 1.697, -2.194], [-2.792, 0.479, -3.282], [-1.859, -1.533, -2.155], [0.533, -0.530, -2.224], [0.646, -1.694, -2.847], [0.292, -1.745, -4.145], [0.433, -2.916, -4.850], [0.949, -4.036, -4.211], [1.326, -3.945, -2.883], [1.166, -2.753, -2.206], [-0.087, -0.813, -4.534], [0.140, -2.940, -5.889], [1.057, -4.967, -4.750], [1.739, -4.788, -2.350], [1.429, -2.589, -1.174], [3.196, 0.285, -1.381], [4.832, 1.384, -0.606], [5.081, 2.694, -0.989], [6.182, 3.369, -0.479], [7.026, 2.745, 0.428], [6.773, 1.440, 0.824], [5.682, 0.758, 0.305], [3.760, 0.300, -3.427], [4.001, -0.921, -4.054], [4.306, -0.968, -5.410], [4.364, 0.205, -6.147], [4.111, 1.422, -5.528], [3.801, 1.471, -4.176], [4.414, 3.200, -1.675], [6.372, 4.391, -0.783], [7.879, 3.278, 0.825], [7.429, 0.948, 1.531], [5.494, -0.262, 0.616], [3.975, -1.843, -3.485], [4.512, -1.919, -5.883], [4.608, 0.175, -7.201], [4.154, 2.339, -6.102], [3.595, 2.426, -3.709]],
  "forces_ev_per_a": [[0.108, -0.528, 0.192], [0.225, 0.445, -0.110], [-0.396, 0.272, 0.200], [0.064, 0.102, -0.133], [0.073, -0.311, 0.034], [0.003, 0.016, 0.031], [0.072, -0.060, -0.165], [-0.035, -0.060, 0.052], [0.115, 0.297, -0.221], [-0.047, -0.137, 0.020], [-0.193, -0.115, 0.377], [-1.149, 0.464, -0.038], [0.071, 0.069, 0.024], [0.014, -0.025, -0.063], [-0.007, -0.028, 0.021], [0.000, 0.039, 0.024], [-0.012, -0.052, 0.018], [-0.050, -0.064, -0.017], [-0.013, 0.003, -0.055], [-0.095, 0.005, 0.026], [-0.012, 0.007, -0.015], [0.023, -0.034, 0.002], [0.048, 0.021, -0.028], [-0.003, -0.052, 0.046], [-0.206, -0.017, 0.223], [0.032, -0.071, 0.030], [-0.003, 0.047, -0.003], [-0.023, -0.024, -0.007], [0.004, 0.001, 0.008], [-0.010, -0.031, 0.001], [0.010, 0.079, 0.036], [0.124, -0.047, -0.286], [0.119, -0.001, 0.141], [-0.061, -0.027, 0.046], [0.076, 0.011, -0.070], [-0.075, 0.109, 0.189], [0.167, -0.363, -0.099], [-0.032, -0.016, 0.052], [-0.051, -0.008, -0.092], [-0.008, 0.031, 0.043], [0.003, 0.002, 0.021], [-0.011, 0.003, 0.036], [0.085, -0.017, 0.094], [-0.023, 0.070, 0.015], [0.000, 0.015, 0.012], [0.001, 0.004, 0.008], [0.008, 0.012, 0.005], [0.011, -0.002, -0.001], [0.034, 0.054, -0.029], [0.079, -0.048, -0.027], [0.020, -0.013, -0.008], [0.002, 0.005, -0.007], [-0.001, 0.004, 0.000], [0.036, -0.009, 0.002], [-0.009, 0.003, -0.002], [-0.002, -0.005, 0.000], [-0.004, -0.005, -0.005], [0.010, 0.002, -0.007], [0.020, -0.024, -0.005], [-0.013, 0.023, 0.011], [-0.010, -0.012, 0.013], [-0.011, -0.008, -0.022], [-0.044, -0.029, -0.031], [0.081, 0.164, -0.042], [-0.258, 0.164, -0.045], [0.010, -0.102, 0.135], [0.018, -0.016, 0.133], [0.032, 0.000, 0.040], [-0.013, -0.002, -0.100], [-0.043, 0.041, 0.113], [-0.050, -0.063, -0.113], [0.017, -0.015, -0.065], [0.005, -0.009, -0.006], [0.023, -0.009, -0.001], [0.006, -0.019, -0.025], [-0.007, 0.009, -0.002], [0.894, 0.505, -0.611], [0.195, -0.552, -0.036], [-0.047, 0.071, -0.023], [-0.031, 0.029, 0.021], [0.042, 0.011, 0.011], [-0.043, 0.037, 0.041], [0.027, 0.134, 0.070], [0.062, -0.412, 0.214], [0.043, 0.020, -0.151], [-0.068, -0.001, -0.012], [-0.005, 0.017, -0.028], [0.016, 0.003, -0.012], [-0.003, 0.041, 0.018], [-0.016, -0.008, -0.004], [0.007, 0.007, -0.014], [0.014, -0.005, 0.004], [0.007, 0.003, 0.005], [0.012, -0.023, -0.077], [0.046, 0.029, 0.053], [-0.001, -0.004, -0.010], [0.009, -0.008, -0.004], [0.003, 0.005, 0.000], [-0.030, -0.014, 0.020]],
  "homo_energy_ha": [-0.32950, -0.32934],
  "lumo_ha": [-0.129, -0.126],
  "mol_weight_g_mol": 947.57,
  "s2": 0.764,
  "energy_ha": -2628.380480,
  "homo_lumo_gap_ev": [5.5, 5.5],
  "spin_multiplicity": 2,
  "charge": 1,
  "relative_energy_kcal_mol": 11.96
}

---

Entry 3:
{
  "formula": "CH5OS",
  "method": "the ωB97M-V functional and the def2-TZVPD basis",
  "species": ["O", "H", "C", "S", "H", "H", "H", "H"],
  "xyz": [[-2.174, -0.719, -0.116], [-1.288, -0.225, -0.310], [1.205, 0.379, 0.434], [0.638, 0.392, -1.335], [2.254, 0.200, 0.430], [0.780, -0.434, 1.012], [1.073, 1.412, 0.849], [-2.488, -1.005, -0.964]],
  "forces_ev_per_a": [[2.268, 1.398, 0.532], [-2.395, -1.375, 0.147], [-0.162, 0.719, -0.943], [0.374, 0.123, 1.180], [0.956, 0.019, -0.132], [-0.662, 0.277, 0.126], [-0.280, -1.024, -0.231], [-0.100, -0.136, -0.678]],
  "homo_energy_ha": [-0.36295, -0.34844],
  "lumo_ha": [0.032, -0.089],
  "mol_weight_g_mol": 65.12,
  "s2": 0.753,
  "energy_ha": -514.461229,
  "homo_lumo_gap_ev": [10.7, 7.1],
  "spin_multiplicity": 2,
  "relative_energy_kcal_mol": 6.49
}

---

Entry 4:
{
  "formula": "C5H9NO",
  "method": "the ωB97M-V functional and the def2-TZVPD basis",
  "species": ["C", "C", "N", "C", "O", "C", "C", "H", "H", "H", "H", "H", "H", "H", "H", "H"],
  "xyz": [[-0.352, 1.260, 1.519], [0.600, 0.484, 0.645], [0.977, -0.913, 1.093], [0.580, -1.296, -0.197], [0.812, -2.506, -0.746], [0.037, -0.145, -0.612], [-1.057, 0.211, -1.561], [-1.250, 0.666, 1.715], [-0.641, 2.173, 0.983], [0.103, 1.551, 2.468], [1.526, 1.045, 0.454], [1.950, -1.081, 1.346], [0.824, -2.322, -1.696], [-1.962, 0.488, -1.003], [-1.324, -0.658, -2.175], [-0.823, 1.042, -2.235]],
  "forces_ev_per_a": [[-0.027, -0.002, 0.067], [-0.087, 0.361, 0.078], [0.249, -0.108, -0.078], [0.053, 0.062, -0.124], [-0.066, 0.035, -0.106], [-0.076, -0.100, -0.051], [-0.001, 0.048, -0.067], [0.102, 0.094, 0.026], [-0.020, -0.126, 0.149], [-0.058, -0.039, -0.048], [-0.187, -0.012, 0.062], [-0.066, 0.114, -0.096], [-0.046, -0.418, 0.150], [0.109, 0.013, -0.101], [0.081, 0.179, 0.069], [0.039, -0.100, 0.070]],
  "homo_energy_ha": -0.28923,
  "lumo_ha": 0.028,
  "mol_weight_g_mol": 99.13,
  "energy_ha": -325.855215,
  "homo_lumo_gap_ev": 8.6,
  "relative_energy_kcal_mol": 51.67
}

---

Entry 5:
{
  "formula": "C3HF",
  "method": "the ωB97M-V functional and the def2-TZVPD basis",
  "species": ["C", "C", "C", "F", "H"],
  "xyz": [[2.014, 0.738, 0.036], [0.757, 0.398, -0.004], [-0.521, 0.166, -0.070], [-0.748, -1.653, 0.003], [-1.503, 0.351, 0.034]],
  "forces_ev_per_a": [[-1.175, -0.356, -0.050], [-0.792, 0.790, -0.316], [4.669, -5.649, 0.655], [0.309, 4.026, -0.294], [-3.011, 1.189, 0.004]],
  "homo_energy_ha": -0.42138,
  "lumo_ha": -0.109,
  "mol_weight_g_mol": 56.04,
  "energy_ha": -214.514276,
  "homo_lumo_gap_ev": 8.5,
  "relative_energy_kcal_mol": 44.52
}

---

Entry 6:
{
  "formula": "C3H4NOP",
  "method": "the ωB97M-V functional and the def2-TZVPD basis",
  "species": ["C", "C", "C", "N", "O", "P", "H", "H", "H", "H"],
  "xyz": [[-1.540, 0.947, -0.071], [1.314, -0.086, -0.384], [0.152, 0.050, 0.505], [-2.223, 1.805, -0.395], [-1.501, -2.036, -0.095], [-1.438, -0.874, 0.804], [1.239, 0.524, -1.277], [2.191, 0.155, 0.187], [1.484, -1.166, -0.569], [0.323, 0.681, 1.294]],
  "forces_ev_per_a": [[2.070, -1.189, 0.687], [0.218, -1.693, 0.079], [-2.743, -0.823, -1.232], [-0.682, 1.112, -0.590], [-0.254, -0.261, -0.339], [1.223, -0.283, 0.170], [0.089, -0.134, -0.197], [0.470, 0.792, 0.143], [-0.508, 0.544, -0.726], [0.117, 1.935, 2.004]],
  "homo_energy_ha": -0.35742,
  "lumo_ha": -0.044,
  "mol_weight_g_mol": 101.04,
  "energy_ha": -587.959801,
  "homo_lumo_gap_ev": 8.5,
  "relative_energy_kcal_mol": 41.79
}